Molecular formula: CH4O2S
Method: DFT, ωB97M-V/def2-TZVPD

```
8
Properties=species:S:1:pos:R:3:forces:R:3:lowdin_charge:R:1
C -2.08306 0.43600 -0.04796 0.0 1.3 -2.9 -0.1773
O -1.31672 1.03005 0.64825 -1.0 -0.3 0.4 -0.0238
O 0.70102 -0.23193 0.02064 0.7 -0.6 -0.4 -0.6595
S 2.16564 -0.02028 -0.01953 0.8 -0.4 0.4 0.7898
H -2.92534 -0.21025 0.16099 -0.2 -0.6 1.4 0.0635
H 2.68843 -0.54664 1.17979 -0.2 0.2 -0.8 -0.0441
H -2.11139 0.58316 -1.20439 0.6 0.0 1.2 0.0958
H 2.88143 -1.04012 -0.73780 -0.8 0.5 0.6 -0.0443
```
Positions in Å, forces in eV/Å.

The HOMO energy is -0.3472 Ha. As for the HOMO-LUMO gap: 9.90 eV. The calculation puts the relative energy (zero: lowest compared OMol25 entry of this formula, charge and spin) at 3.1592 eV.